1.
100
Properties=species:S:1:pos:R:3:forces:R:3:lowdin_charge:R:1 method="wB97M-V/def2-TZVPD" e_above_lowest_ev=0.274 total_charge=-1 energy_ev=-105722.583 e_lumo_ev=1.89
Te -0.54091 -4.35221 -0.63960 -1.486 -5.498 -1.555 1.904
P -0.19341 -1.27741 2.87530 0.658 -0.016 1.634 0.756
P 1.39759 -1.44061 0.38100 2.799 0.547 0.908 0.688
F 0.04079 -3.96521 -2.47390 -0.269 0.361 0.980 -0.380
F 1.03109 -5.50501 -1.03430 -0.842 0.760 0.158 -0.431
F -1.81831 -5.39791 -1.61660 0.697 0.725 0.429 -0.356
F -0.62221 -5.91541 0.57980 0.162 0.856 -0.520 -0.438
F -2.09541 -4.10661 0.64670 0.902 0.407 -0.550 -0.426
O -1.33531 -1.18731 1.94050 -0.667 0.238 -0.147 -0.364
O -3.82081 -2.32231 -1.43810 0.201 -0.116 -0.007 0.106
O -1.74621 -2.32471 -7.41180 -0.497 0.010 0.237 0.019
O -0.09291 -1.56221 -6.00360 -0.100 0.171 0.473 0.022
O 0.20929 -0.99581 -0.36330 -0.795 0.375 -0.674 -0.374
O -1.64231 -2.63771 -1.17300 0.835 -0.503 -0.209 -0.313
O 0.46119 -3.38431 0.46060 0.071 0.920 0.630 -0.648
N -1.86321 0.59369 -1.85540 -0.042 -0.474 -0.181 0.110
N -1.15151 5.61909 -1.99910 -0.006 -0.274 -0.049 0.167
N -1.17691 5.24459 0.19640 -0.061 -0.632 0.265 0.178
C 4.57059 -3.76041 -1.96420 0.036 -0.016 -0.044 -0.087
C -1.17111 -4.80821 4.45750 -0.050 -0.058 0.019 -0.049
C -1.38541 3.27119 -1.26270 -0.072 -0.767 -0.185 -0.149
C -1.30641 -2.02801 -3.88780 0.072 0.008 -0.332 0.049
C 2.68709 -2.35951 -0.49780 -0.213 0.217 0.183 -0.261
C -1.16081 -2.00971 -5.24890 -0.561 -0.278 -0.246 -0.181
C -0.72441 -2.27471 5.51930 0.045 0.180 -0.059 -0.077
C 3.48169 -3.19151 -2.60200 0.101 -0.008 -0.048 -0.063
C 0.10619 0.37529 3.57420 -0.135 -0.426 0.060 -0.268
C -1.22501 4.69039 -0.98600 0.047 0.502 0.117 -0.271
C -0.88011 1.31619 3.30250 -0.072 -0.131 -0.046 -0.076
C -1.07181 6.59279 -0.01760 -0.019 0.422 -0.783 -0.229
C -3.37221 -2.91831 -5.62360 0.221 0.054 -0.313 0.007
C 3.08989 2.67949 1.63050 0.036 0.136 0.029 -0.100
C -1.10691 -3.32131 6.34300 -0.022 0.057 0.178 -0.096
C -3.52881 -2.93891 -4.24010 0.115 0.034 0.289 -0.008
C 4.71879 -3.62701 -0.59430 0.134 -0.049 0.112 -0.085
C 1.37349 2.05059 4.72760 0.100 0.021 0.039 -0.085
C 0.40199 2.99309 4.42500 -0.010 0.014 0.062 -0.086
C -1.06371 6.85029 -1.41170 0.070 0.256 0.646 -0.196
C 2.22549 0.18539 0.75410 -0.227 -0.201 -0.280 -0.240
C 3.97619 1.61599 1.56870 0.196 0.007 0.094 -0.095
C -0.89651 8.93279 0.36030 0.023 0.121 0.150 -0.108
C -0.97961 8.13399 -1.92630 0.033 0.040 -0.125 -0.031
C -1.33361 -4.58091 5.81420 -0.017 0.008 0.056 -0.087
C -0.79981 -3.76691 3.63170 -0.006 -0.059 -0.010 -0.065
C -1.96371 2.41509 -0.32460 0.088 0.161 -0.138 0.000
C -2.16711 -2.46101 -6.10310 0.386 0.158 0.371 -0.200
C -2.18201 1.08779 -0.67250 0.001 0.164 0.239 -0.114
C 3.77689 -2.93161 0.14100 -0.127 0.002 0.099 -0.086
C -0.73081 2.62589 3.71640 -0.026 0.087 0.075 -0.076
C 1.37949 -1.88001 2.19320 -0.179 -0.111 -0.378 -0.266
C -1.00441 2.72349 -2.48790 -0.116 0.106 0.271 -0.008
C 2.54669 -2.48271 -1.87050 -0.074 0.141 -0.039 -0.070
C -0.89031 9.16989 -1.01690 0.002 0.036 -0.137 -0.109
C -0.57421 -2.50041 4.16090 0.155 0.296 -0.247 -0.249
C 1.77479 2.50599 1.23630 0.064 0.137 0.000 -0.080
C -2.71991 -2.53191 -1.90340 -1.224 0.288 -0.534 -0.565
C -1.26481 1.38389 -2.72460 0.046 0.172 -0.195 -0.117
C -0.99031 7.65669 0.87760 0.033 -0.079 -0.046 -0.021
C 3.54579 0.37329 1.13730 0.015 -0.153 -0.067 -0.085
C -2.51171 -2.52901 -3.38850 -0.014 0.017 -0.044 -0.121
C 1.23249 0.74149 4.29900 -0.030 -0.079 0.001 -0.078
C -0.39721 -1.92161 -7.32600 0.811 -0.099 -0.911 -0.187
C 1.35439 1.26439 0.80160 -0.015 0.077 -0.195 -0.082
Li -1.13541 -2.06441 0.42410 -0.646 0.363 0.107 0.521
H -1.48901 3.36039 3.48140 -0.018 0.035 -0.025 0.105
H -2.23991 2.80379 0.64170 -0.084 0.008 0.150 0.104
H 4.23969 -0.45671 1.09040 0.097 -0.005 0.014 0.094
H 5.00829 1.75199 1.86570 0.045 0.029 0.007 0.096
H 0.52739 4.01809 4.74410 0.027 0.071 0.023 0.102
H -0.99491 7.47819 1.94120 -0.005 -0.035 0.123 0.106
H -0.54311 -1.67851 -3.21650 0.135 0.017 0.152 0.112
H 3.87019 -2.85741 1.21520 0.068 -0.046 0.121 0.102
H -1.23911 -3.14991 7.40200 -0.007 0.022 0.075 0.096
H 2.00069 0.01259 4.52250 0.069 -0.014 0.006 0.110
H -1.20741 5.43099 -2.98490 -0.039 -0.059 0.078 0.154
H -0.82161 9.78069 1.02920 -0.014 -0.032 0.042 0.095
H 0.33669 1.10369 0.48230 -0.124 0.058 -0.014 0.085
H -0.71171 -3.92761 2.56930 -0.013 -0.200 -0.211 0.076
H -0.99221 0.92369 -3.66470 0.071 0.007 -0.162 0.106
H -1.65601 -5.38241 6.46160 0.017 -0.108 0.082 0.098
H -0.80851 10.18659 -1.37680 -0.022 0.022 -0.016 0.096
H -4.15321 -3.24541 -6.29320 -0.047 -0.040 -0.032 0.112
H 1.07259 3.32539 1.27180 -0.079 0.156 0.011 0.096
H 2.25399 2.33979 5.28490 0.041 0.023 0.009 0.103
H -0.22341 -1.06081 -7.98900 -0.114 -0.166 0.164 0.133
H 1.68579 -2.04111 -2.34780 -0.084 -0.030 -0.101 0.098
H 3.35679 -3.31631 -3.66690 -0.064 0.018 -0.093 0.107
H 1.43589 -2.95731 2.34450 -0.091 0.097 -0.061 0.072
H -2.62491 0.37669 0.01440 -0.078 0.107 0.155 0.115
H -0.50741 3.31729 -3.23890 0.095 0.053 -0.125 0.101
H -4.45581 -3.28131 -3.80580 -0.041 -0.039 0.060 0.119
H -0.55981 -1.28601 5.92490 0.015 0.085 0.072 0.100
H 2.21799 -1.39921 2.69880 -0.107 0.110 -0.025 0.065
H 0.25499 -2.75971 -7.64170 -0.203 0.168 0.138 0.137
H -0.97911 8.31529 -2.99190 0.013 0.049 -0.063 0.105
H 5.30279 -4.31891 -2.52970 0.032 -0.050 -0.059 0.097
H -1.34451 -5.78481 4.03460 -0.042 -0.105 -0.078 0.115
H 5.56309 -4.08111 -0.09400 0.042 -0.032 0.031 0.098
H 3.42639 3.64099 1.99040 0.046 0.116 0.008 0.097
H -1.74551 0.98879 2.74420 -0.078 0.090 -0.077 0.102


2.
82
Properties=species:S:1:pos:R:3:forces:R:3:lowdin_spin:R:1 method="wB97M-V/def2-TZVPD" s2=0.75 spin_multiplicity=2 e_above_lowest_ev=4.122 energy_ev=-83021.791 e_lumo_ev="-0.49 / -0.49"
Ce 0.95658 -0.13541 -0.01638 1.032 0.862 -0.561 1.009
S 3.06497 0.90729 -1.59581 0.465 0.091 -0.514 -0.003
Si -2.32169 -1.42990 1.49044 -0.051 0.145 -0.153 0.000
O 1.70623 -4.41644 1.69206 -0.054 0.150 -0.078 0.000
O 1.87772 -1.74871 -1.40647 0.400 -0.317 -0.624 -0.003
O 1.56354 -1.84705 1.37719 0.150 -0.311 1.097 -0.002
N -0.64109 -0.22018 -1.86504 -0.796 -0.146 -0.536 -0.001
N -1.28914 -0.74312 0.27311 -0.641 -0.325 -0.140 -0.003
N 0.23949 2.44323 -0.30234 -0.342 0.129 0.017 -0.001
N 1.12980 2.88304 0.80339 0.079 -0.078 -0.135 0.000
N 1.15092 -0.51628 3.23235 -0.003 0.211 0.218 0.002
N 1.10211 0.55939 2.35557 0.146 -0.461 0.819 -0.001
N 2.43231 -1.50240 -2.58741 -0.070 -0.021 0.056 0.000
C 0.23879 4.04346 2.68037 -0.168 0.492 0.158 0.001
C -2.12784 -2.08788 -1.61852 -0.033 -0.090 0.047 0.000
C -2.15581 -2.23343 -2.98012 -0.001 -0.025 -0.028 0.000
C -0.14775 4.28750 -2.00430 0.174 0.061 0.013 0.000
C -1.97880 3.18955 -0.86685 -0.107 0.178 -0.253 0.001
C 1.69109 -5.24682 3.86590 -0.005 -0.022 0.126 0.000
C 0.66366 1.63668 2.87609 0.061 0.363 0.062 0.000
C 1.63355 -4.14720 3.00918 -0.075 0.060 -0.033 0.000
C -0.69802 -0.36460 -3.19981 0.172 0.108 0.081 0.000
C 0.71366 5.34038 0.67710 0.074 -0.029 -0.155 0.000
C 2.39615 -2.48274 -3.51922 -0.072 0.027 0.095 0.000
C 0.63089 2.89404 2.13137 0.086 -0.419 -0.217 0.000
C -1.44493 -1.35298 -3.80008 -0.072 -0.074 -0.057 0.000
C 0.82886 3.52488 -1.16961 -0.142 0.013 0.205 0.000
C -4.12235 -1.24800 1.00850 -0.214 -0.067 -0.175 0.000
C 3.56482 -1.08569 -5.04824 0.007 0.047 -0.012 0.000
C 1.39352 -2.70908 4.93529 0.033 0.019 -0.045 0.000
C 1.44163 4.16112 0.10773 -0.142 -0.062 0.046 0.000
C 0.17752 5.27865 1.89121 -0.063 -0.120 0.235 0.000
C -1.92849 -3.22415 1.83457 0.081 -0.246 0.049 0.000
C 3.59627 -0.10199 -4.09098 -0.072 -0.165 -0.072 0.000
C 1.60184 -5.07346 5.23064 0.009 -0.019 0.032 0.000
C 3.01645 -0.29642 -2.82425 0.267 0.168 0.141 0.000
C 0.06635 0.63656 -4.02391 -0.027 -0.020 0.006 0.000
C -2.45479 4.82568 -2.76735 0.025 -0.034 0.041 0.000
C -1.46092 4.11213 -1.89620 -0.201 -0.048 0.046 0.000
C 1.45278 -3.79897 5.77798 -0.001 -0.022 -0.015 0.000
C 1.40777 -1.66451 2.65765 -0.029 -0.194 -0.148 0.000
C -1.16499 2.49718 -0.08319 0.187 0.103 0.213 0.000
C -2.15656 -0.43844 3.05448 0.051 0.171 0.239 0.000
C 1.48456 -2.85229 3.54516 0.027 -0.097 -0.145 0.000
C 2.94729 -2.30628 -4.75640 0.037 0.000 -0.054 0.000
C -1.37913 -1.02950 -1.04800 -0.572 0.045 -0.101 0.000
H 1.89739 -3.38136 -3.19152 -0.017 0.007 0.035 0.000
H 1.60693 3.08624 -1.78680 0.103 -0.059 -0.056 0.000
H -2.93666 -0.76825 3.75248 0.104 0.050 -0.060 0.000
H -2.31692 0.63054 2.86460 0.011 -0.097 0.044 0.000
H -3.04994 3.08051 -0.74180 0.061 0.037 -0.006 0.000
H -2.83498 -3.83875 1.83528 0.095 0.018 0.024 0.000
H 2.51611 4.34711 0.05174 0.044 0.010 -0.006 0.000
H -0.04776 4.05696 3.72567 0.010 0.049 -0.049 0.000
H 1.27908 -1.70875 5.33059 -0.003 -0.025 -0.013 0.000
H 0.33931 1.63282 3.91480 -0.009 0.078 0.024 0.000
H 4.05672 0.85802 -4.27466 0.013 -0.034 0.001 0.000
H -4.75317 -1.47802 1.87484 0.036 0.025 -0.094 0.000
H 1.63574 -3.56208 1.21211 0.136 -0.015 0.095 0.000
H -2.86444 4.14431 -3.51767 -0.010 -0.009 0.036 0.000
H 1.80221 -6.22987 3.42570 -0.006 0.040 0.006 0.000
H 0.70025 1.25066 -3.38708 0.023 0.011 0.016 0.000
H 2.89838 -3.11184 -5.47564 0.003 0.045 0.026 0.000
H -0.32109 6.13985 2.31776 -0.004 -0.042 0.004 0.000
H -4.33443 -0.21868 0.69846 -0.002 -0.081 0.041 0.000
H 4.01336 -0.91678 -6.02017 -0.026 -0.008 0.063 0.000
H -1.18782 -0.57135 3.54367 -0.087 0.039 -0.031 0.000
H -4.42472 -1.91062 0.19161 -0.010 0.094 0.089 0.000
H 0.68682 0.14163 -4.77358 -0.017 0.000 0.007 0.000
H -1.24132 -3.63341 1.08664 -0.062 0.003 0.062 0.000
H -1.44677 -3.33474 2.81236 -0.026 -0.028 -0.086 0.000
H -1.47403 -1.43440 -4.87901 -0.010 -0.004 0.035 0.000
H -2.73427 -3.03624 -3.42217 0.001 0.002 0.001 0.000
H 1.38624 -3.66618 6.85021 -0.005 -0.001 -0.036 0.000
H -1.52848 1.83929 0.69346 -0.002 -0.068 0.032 0.000
H 0.26875 4.99381 -2.71722 -0.039 -0.066 0.020 0.000
H -1.99918 5.66894 -3.28605 0.010 -0.039 -0.003 0.000
H -3.29574 5.19338 -2.17590 0.026 0.015 0.001 0.000
H -0.63001 1.29270 -4.55174 0.013 -0.004 0.017 0.000
H 1.64724 -5.94007 5.87997 0.001 0.027 -0.011 0.000
H -2.66279 -2.77116 -0.97101 0.029 0.029 -0.062 0.000
H 0.65116 6.23895 0.07321 0.008 -0.031 0.040 0.000


3.
89
Properties=species:S:1:pos:R:3:forces:R:3:lowdin_charge:R:1 method="wB97M-V/def2-TZVPD" e_above_lowest_ev=0.661 energy_ev=-146311.324 e_lumo_ev=0.39
Cu 0.83002 1.38594 -0.94222 -0.092 -0.075 0.508 0.130
S -3.23660 -3.18091 4.45017 -0.007 -0.018 0.000 0.797
P 0.08528 4.30240 -1.18629 0.204 -0.031 -0.132 0.322
P -0.48244 -1.44981 -1.11566 -0.136 -0.089 0.060 1.021
P 0.49397 2.68432 -3.83871 0.083 -0.004 -0.030 0.499
P 0.84719 0.00176 0.88373 -0.193 0.223 -0.350 0.970
O 0.42962 1.36027 -3.16794 -0.053 0.000 0.137 -0.300
O -0.43425 3.02967 -0.56028 0.120 -0.182 -0.122 -0.347
O -0.35615 5.64312 -0.76640 -0.005 0.030 0.124 -0.281
O 1.71328 4.19577 -1.15387 -0.061 0.130 -0.009 -0.156
O -1.68583 3.64174 -3.06985 0.016 0.018 0.034 -0.078
O -0.24003 2.66282 -5.25790 -0.047 -0.041 0.005 -0.106
O 1.96262 3.16156 -4.20866 -0.026 0.041 -0.123 -0.093
N 2.83182 1.07933 -1.58723 0.057 0.176 -0.137 -0.020
N 2.92859 0.12551 -2.51843 0.023 -0.009 -0.012 0.001
N -0.12814 -1.35148 0.59036 0.346 0.028 -0.162 -0.458
C -3.11740 -4.63329 -0.92190 -0.005 -0.027 -0.002 -0.072
C -2.29045 -5.70084 -1.24688 -0.033 -0.004 0.005 -0.084
C -0.14353 5.36737 -3.75320 -0.024 -0.013 0.003 -0.065
C -0.57069 1.81978 2.35983 0.079 -0.085 0.075 -0.078
C 5.14758 -1.50166 1.47711 0.012 -0.031 -0.020 -0.088
C 0.57057 0.16534 3.70033 0.021 -0.001 -0.027 -0.104
C -3.41133 0.84515 -2.76056 0.020 -0.012 -0.034 -0.091
C -1.73775 -3.32059 3.45010 0.007 0.014 0.002 -0.515
C 4.23985 -2.25060 0.74169 0.014 -0.008 0.008 -0.080
C -2.86271 -1.66802 5.35618 0.010 0.008 -0.003 -0.423
C -4.07262 1.39279 -1.66890 -0.028 0.013 0.013 -0.084
C 2.92360 -1.82999 0.62472 0.008 0.019 0.033 -0.096
C 0.01825 0.71054 4.84747 0.026 -0.039 0.003 -0.090
C -1.26703 -3.10601 -1.18553 -0.026 0.019 -0.009 -0.372
C 4.73436 -0.33061 2.09516 -0.004 0.032 0.026 -0.081
C -0.95762 -5.47533 -1.55545 0.040 -0.008 -0.003 -0.086
C -0.30543 4.06677 -2.98234 -0.085 0.060 -0.104 -0.575
C -0.31076 -2.40641 1.58648 -0.145 -0.007 0.073 -0.252
C 2.49931 -0.65739 1.24695 0.061 -0.032 0.060 -0.349
C -2.60987 -3.34368 -0.89394 0.024 0.052 -0.034 -0.085
C 0.27257 0.71102 2.45108 -0.048 -0.056 0.028 -0.334
C -1.93739 -0.35396 -1.27568 -0.060 0.012 0.042 -0.388
C -2.33875 -0.01116 -2.56510 -0.007 -0.011 0.018 -0.111
C -0.83553 1.80254 4.75205 -0.028 0.029 0.016 -0.084
C 4.96009 0.88850 -2.27559 0.065 -0.035 0.032 -0.062
C -1.60229 -2.24777 2.38246 0.003 0.002 -0.031 -0.259
C 4.05783 1.54810 -1.42379 -0.042 -0.056 0.007 -0.127
C 3.41898 0.09206 1.97862 -0.009 -0.007 -0.018 -0.096
C -0.45268 -4.18300 -1.53024 0.005 0.006 0.018 -0.120
C -2.60786 0.19563 -0.18639 0.060 -0.014 -0.061 -0.095
C 4.19010 -0.02199 -2.96302 -0.040 -0.013 -0.007 -0.098
C -3.66650 1.06953 -0.38232 -0.023 0.021 0.015 -0.067
C -1.12531 2.35722 3.51450 -0.014 0.027 0.015 -0.062
H -1.78576 -4.31089 2.99146 -0.011 -0.006 -0.002 0.075
H -0.72163 6.13602 -3.24427 0.010 0.007 0.004 0.084
H 0.90503 5.66519 -3.76891 -0.001 0.020 0.002 0.088
H -1.19993 2.64753 -5.11446 0.058 0.006 -0.021 0.087
H 4.43960 -0.75448 -3.71112 0.014 0.000 -0.015 0.114
H 0.58734 -4.00277 -1.78046 0.009 -0.010 -0.011 0.093
H -0.29614 -3.38552 1.09959 -0.003 0.018 0.006 0.108
H -2.68977 -6.70660 -1.27036 0.002 -0.003 0.002 0.103
H 4.55669 -3.16539 0.25719 0.008 -0.004 0.000 0.103
H 1.23907 -0.68539 3.77178 0.008 0.013 0.026 0.106
H -4.16898 1.50567 0.47174 0.000 0.001 -0.001 0.108
H 6.01985 1.04573 -2.36710 0.010 -0.001 0.003 0.092
H 2.54405 2.46265 -4.53372 -0.031 -0.018 0.111 0.092
H -1.61499 -1.25596 2.84032 0.003 -0.010 0.003 0.084
H 2.07273 -0.31100 -2.83185 0.002 -0.011 -0.003 0.121
H -3.71914 1.10595 -3.76537 -0.005 0.001 -0.004 0.106
H -1.85522 3.09254 -2.28463 -0.031 -0.006 -0.024 0.067
H -3.67011 -1.51676 6.07027 -0.011 -0.006 0.001 0.029
H -1.77279 3.22171 3.44428 -0.003 0.001 -0.005 0.109
H -1.92612 -1.76993 5.90477 0.005 -0.001 -0.002 0.034
H -1.26557 2.22843 5.64991 -0.004 0.004 0.000 0.104
H 0.25200 0.28726 5.81626 0.005 -0.005 -0.001 0.105
H -0.31362 -6.30330 -1.82256 0.001 -0.001 0.001 0.102
H -0.49119 5.26359 -4.78108 0.002 -0.019 -0.004 0.082
H -4.89469 2.08003 -1.82228 0.000 0.002 -0.001 0.106
H -4.16107 -4.80672 -0.69293 -0.001 0.005 0.000 0.106
H -0.87036 -3.31835 4.11686 0.000 0.008 0.009 0.080
H -2.80930 -0.79922 4.70220 0.002 -0.003 -0.002 0.022
H 2.07335 5.08252 -1.02225 -0.006 -0.060 -0.011 0.079
H -1.79074 -0.39657 -3.41715 -0.004 -0.010 -0.013 0.103
H -0.76430 2.26624 1.39040 -0.038 0.013 0.016 0.070
H 0.54927 -2.39177 2.26524 -0.014 0.012 -0.014 0.107
H -2.28298 -0.04315 0.81781 -0.007 0.008 0.012 0.083
H -3.26241 -2.51189 -0.65796 -0.005 -0.007 0.023 0.103
H 5.43807 0.25750 2.67029 0.005 0.000 -0.001 0.104
H 2.22066 -2.41540 0.04332 -0.017 0.006 0.000 0.088
H 4.23641 2.33335 -0.70882 0.001 0.029 -0.015 0.115
H -2.45728 -2.29668 1.70527 -0.014 -0.028 -0.009 0.097
H 3.10674 1.01387 2.45558 -0.010 0.005 0.007 0.111
H 6.17466 -1.83012 1.56799 0.006 -0.003 0.001 0.102